Entry 1:
Computed, not measured: C22H30NO5P in the gas phase at a distorted geometry, with ωB97M-V/def2-TZVPD.

Output
HOMO	-0.290	Eh
lowest unoccupied orbital energy	0.792	eV
calculated total energy	-44319.5256	eV
energy relative to the best compared isomer or geometry (same formula, charge and spin)	1.86	kcal per mole
Kohn-Sham gap	0.319	hartree
SMILES	CCCCOP(=O)(OCCCC)[C@@H](Nc1ccccc1)c1ccc2c(c1)OCO2

```
! wB97M-V def2-TZVPD RIJCOSX def2/J DEFGRID3
* xyz 0 1
C -3.99 -3.46 1.47
C -3.68 -2.03 1.04
C -3.21 -1.93 -0.41
C -1.81 -2.48 -0.63
O -0.85 -1.81 0.18
P 0.17 -0.73 -0.46
O 0.12 -0.70 -1.93
O 1.58 -1.14 0.18
C 2.37 -2.12 -0.50
C 3.43 -1.46 -1.37
C 4.48 -0.70 -0.55
C 5.47 -1.63 0.14
C -0.08 0.89 0.41
N 0.74 1.85 -0.28
C 2.06 2.11 0.06
C 2.53 2.07 1.37
C 3.83 2.42 1.66
C 4.69 2.83 0.66
C 4.23 2.89 -0.65
C 2.93 2.53 -0.94
C -1.53 1.24 0.39
C -2.26 1.27 1.57
C -3.63 1.57 1.58
C -4.22 1.84 0.38
C -3.49 1.81 -0.81
C -2.15 1.52 -0.84
O -4.32 2.11 -1.86
C -5.59 2.33 -1.30
O -5.52 2.15 0.10
H -4.74 -3.89 0.82
H -4.38 -3.47 2.49
H -3.10 -4.08 1.44
H -4.57 -1.41 1.16
H -2.90 -1.61 1.68
H -3.21 -0.88 -0.72
H -3.89 -2.48 -1.06
H -1.76 -3.54 -0.35
H -1.52 -2.37 -1.68
H 1.72 -2.75 -1.12
H 2.82 -2.74 0.28
H 2.91 -0.76 -2.04
H 3.91 -2.22 -1.98
H 5.02 -0.03 -1.21
H 3.97 -0.09 0.19
H 4.97 -2.28 0.86
H 5.98 -2.25 -0.59
H 6.21 -1.04 0.68
H 0.27 0.77 1.44
H 0.59 1.81 -1.28
H 1.87 1.77 2.18
H 4.18 2.38 2.68
H 5.71 3.10 0.89
H 4.89 3.21 -1.44
H 2.58 2.57 -1.96
H -1.77 1.05 2.50
H -4.19 1.58 2.50
H -1.61 1.48 -1.76
H -6.31 1.61 -1.72
H -5.93 3.35 -1.52
*
```

***

Entry 2:
Computed, not measured: a molecular structure, C22H30NO5W at a distorted geometry, with ωB97M-V/def2-TZVPD.

Output
HOMO (spin up / spin down)	-0.372 / -0.387	Eh
lowest unoccupied orbital energy (spin up / spin down)	-4.063 / -3.921	eV
calculated total energy	-36821.3799	eV
Kohn-Sham gap (spin up / spin down)	0.222 / 0.243	hartree

```
! wB97M-V def2-TZVPD RIJCOSX def2/J DEFGRID3
* xyz 1 3
W -0.85 1.03 -0.66
C 1.03 -0.45 -1.98
C -0.14 -1.17 -2.12
C -1.20 -0.62 -2.80
C -1.10 0.64 -3.35
C 0.07 1.37 -3.21
C 1.13 0.82 -2.52
H 1.87 -0.88 -1.46
H -0.22 -2.15 -1.68
H -2.12 -1.19 -2.91
H -1.94 1.07 -3.87
H 0.15 2.35 -3.64
H 2.04 1.40 -2.39
O -3.01 -1.04 1.76
C -2.37 -0.40 0.76
O -1.64 0.41 0.98
C -2.83 -0.64 -0.72
O -2.05 -0.26 -1.52
C -2.77 1.09 -2.45
C -2.27 2.55 -2.17
O -2.78 3.49 -2.76
O -1.21 2.90 -0.98
H -2.75 -0.92 2.69
H -3.91 -0.40 -0.77
H -2.74 -1.73 -0.92
H -3.86 1.07 -2.27
H -2.63 0.91 -3.54
C 3.35 -2.83 3.04
C 2.38 -2.37 1.99
C 1.93 -3.25 1.00
C 1.03 -2.82 0.03
C 0.54 -3.76 -1.04
C 0.58 -1.49 0.04
C 1.01 -0.58 1.02
C 1.92 -1.04 2.00
N 0.46 0.75 0.92
C 0.64 1.97 1.72
C 1.17 3.07 0.77
C -0.74 2.39 2.24
C 1.60 1.88 2.92
H 3.62 -3.90 2.90
H 2.89 -2.71 4.04
H 4.27 -2.23 2.98
H 2.28 -4.28 0.99
H 0.98 -4.77 -0.93
H 0.82 -3.36 -2.04
H -0.56 -3.85 -0.98
H -0.12 -1.18 -0.72
H 2.31 -0.44 2.79
H 0.48 3.21 -0.09
H 2.17 2.78 0.37
H 1.27 4.04 1.30
H -1.46 2.53 1.40
H -0.68 3.35 2.80
H -1.15 1.61 2.92
H 2.63 1.65 2.59
H 1.22 1.16 3.67
H 1.65 2.87 3.44
H -0.41 2.35 0.40
*
```

***

Entry 3:
Computed, not measured: a molecular structure, C22H31AlBr3Cl5F2ILiN3O4S at a distorted geometry, with ωB97M-V/def2-TZVPD.

Output
HOMO	-0.403	Eh
lowest unoccupied orbital energy	-6.211	eV
calculated total energy	-339872.9629	eV
Kohn-Sham gap	0.175	hartree

```
! wB97M-V def2-TZVPD RIJCOSX def2/J DEFGRID3
* xyz 1 1
N -3.83 2.30 -0.87
C -3.19 2.17 -1.83
C -2.08 1.91 -2.81
S -2.04 0.16 -3.25
C -0.73 2.45 -2.27
I -0.95 4.64 -2.01
C -0.52 1.92 -0.93
N -0.28 1.37 0.05
C 0.44 2.22 -3.26
C 1.59 1.38 -2.70
C 2.45 0.81 -3.88
C 2.07 -0.65 -4.05
O 1.39 -1.05 -4.95
O 2.58 -1.52 -3.14
H -2.28 2.46 -3.72
H -1.22 -0.46 -2.38
H 0.10 1.81 -4.20
H 0.84 3.20 -3.51
H 2.24 2.04 -2.14
H 1.27 0.52 -2.12
H 2.28 1.34 -4.81
H 3.49 0.82 -3.57
H 2.55 -1.12 -2.26
C 4.50 2.04 1.00
C 4.36 0.98 0.12
C 5.48 0.34 -0.39
C 6.75 0.77 -0.02
C 6.89 1.83 0.87
C 5.76 2.47 1.37
H 3.62 2.54 1.40
H 3.37 0.64 -0.17
H 5.38 -0.48 -1.08
H 7.63 0.28 -0.41
H 7.87 2.16 1.16
H 5.87 3.30 2.06
Li -3.31 2.28 1.19
C 9.24 0.79 3.75
Cl 8.48 -0.66 2.93
Cl 10.23 0.27 5.09
Cl 10.20 1.72 2.63
Cl 7.87 1.72 4.31
C -4.56 2.99 4.85
Br -5.38 4.40 3.82
Br -4.06 1.52 3.76
Br -3.01 3.58 5.75
H -5.31 2.66 5.56
F -2.64 3.65 3.08
Al -3.10 4.94 -0.15
C -6.85 -4.54 0.34
O -5.56 -4.81 0.87
C -4.60 -5.13 -0.13
C -3.54 -4.05 -0.22
N -4.10 -2.83 -0.80
C -3.22 -1.68 -0.70
C -2.89 -1.14 0.69
O -4.01 -0.58 1.34
C -4.81 -1.51 2.08
H -7.53 -4.42 1.19
H -6.86 -3.62 -0.25
H -7.20 -5.38 -0.27
H -5.06 -5.32 -1.10
H -4.11 -6.06 0.19
H -2.72 -4.40 -0.84
H -3.16 -3.88 0.80
H -4.97 -2.61 -0.32
H -3.70 -0.87 -1.26
H -2.28 -1.91 -1.22
H -2.18 -0.32 0.56
H -2.39 -1.88 1.32
H -4.21 -2.33 2.48
H -5.61 -1.91 1.46
H -5.26 -0.98 2.91
F 10.18 -0.61 1.29
Cl 8.35 -2.75 1.74
*
```

***

Entry 4:
Computed, not measured: a molecular structure, C22H31AuN2OSi at a distorted geometry, with ωB97M-V/def2-TZVPD.

Output
HOMO	-0.312	Eh
lowest unoccupied orbital energy	0.452	eV
calculated total energy	-39916.0065	eV
Kohn-Sham gap	0.329	hartree

```
! wB97M-V def2-TZVPD RIJCOSX def2/J DEFGRID3
* xyz 0 1
Au -0.30 0.77 -1.49
C -0.46 3.47 -0.32
C -0.56 4.99 -0.53
N -1.02 5.28 -1.87
C -2.25 4.52 -2.12
C -1.96 3.02 -2.14
N -0.59 2.78 -1.63
C 0.42 3.39 -2.55
C -0.03 4.86 -2.83
H -1.30 3.10 0.29
H 0.50 3.15 0.14
H 0.40 5.50 -0.37
H -1.26 5.39 0.23
H -2.68 4.83 -3.06
H -2.94 4.81 -1.34
H -2.02 2.59 -3.15
H -2.63 2.43 -1.51
H 0.55 2.77 -3.44
H 1.37 3.37 -2.02
H -0.45 4.95 -3.83
H 0.85 5.50 -2.76
C 1.31 -4.08 -1.27
C 1.79 -3.11 -0.22
C 2.21 -3.90 1.03
C 2.99 -2.33 -0.77
Si 0.38 -1.85 0.10
O 0.04 -1.19 -1.35
C -1.15 -2.75 0.70
C -1.12 -3.59 1.82
C -2.22 -4.30 2.25
C -3.42 -4.18 1.60
C -3.53 -3.33 0.52
C -2.41 -2.57 0.09
C 0.89 -0.58 1.43
C 0.41 -0.63 2.75
C 0.76 0.29 3.74
C 1.66 1.30 3.42
C 2.10 1.44 2.12
C 1.78 0.49 1.16
H 2.14 -4.76 -1.55
H 0.96 -3.62 -2.19
H 0.53 -4.74 -0.90
H 3.08 -4.54 0.82
H 1.39 -4.51 1.41
H 2.53 -3.20 1.83
H 3.84 -2.97 -1.07
H 3.38 -1.64 -0.03
H 2.69 -1.75 -1.64
H -0.21 -3.75 2.38
H -2.13 -4.98 3.08
H -4.29 -4.73 1.90
H -4.46 -3.19 0.01
H -2.55 -1.91 -0.80
H -0.28 -1.42 3.00
H 0.38 0.20 4.76
H 1.95 2.03 4.16
H 2.74 2.27 1.85
H 2.18 0.59 0.14
*
```